(1)
The following is a DFT calculation (ωB97M-V/def2-TZVPD) of a 2-piece molecular cluster, CH3N2O4 overall at a distorted geometry.

Calculated values
Kohn-Sham gap (spin up / spin down): 6.840 / 6.841 eV

The geometry in ORCA input format:
```
! wB97M-V def2-TZVPD RIJCOSX def2/J DEFGRID3
* xyz -1 1
C 0.31 0.98 -0.90
N 0.07 -0.67 2.49
N -0.08 -1.48 -0.84
O -0.20 0.50 2.22
O 0.33 -1.53 1.65
O -1.27 -1.27 -1.00
O 0.77 -0.34 -1.06
H 0.07 1.25 0.18
H -0.85 0.90 -1.26
H 0.86 1.65 -1.47
*
```

Just the Mulliken charges please, in e? Sure, here they are:
1 C -0.537
2 N 0.280
3 N 0.276
4 O -0.556
5 O -0.567
6 O -0.386
7 O -0.195
8 H 0.248
9 H 0.167
10 H 0.269

=====

(2)
The following is a DFT calculation (ωB97M-V/def2-TZVPD) of C16H30MnN10O8P2 as an isolated structure at a distorted geometry.

Calculated values
Kohn-Sham gap (spin up / spin down): 8.594 / 8.878 eV

The geometry in ORCA input format:
```
! wB97M-V def2-TZVPD RIJCOSX def2/J DEFGRID3
* xyz 0 6
Mn -0.45 1.38 0.47
O -4.11 5.37 -1.87
C -2.88 4.83 -1.54
C -2.22 3.94 -2.40
C -1.22 3.18 -1.81
N -0.92 3.27 -0.53
C -1.46 4.20 0.25
C -2.37 5.12 -0.25
C -0.87 4.16 1.65
O -0.88 5.22 2.31
O -0.38 2.99 1.94
C -0.32 2.23 -2.55
O -0.44 2.18 -3.79
O 0.45 1.53 -1.76
H -4.37 5.25 -2.80
H -2.46 3.81 -3.43
H -2.74 5.93 0.35
C 0.05 -1.09 -3.44
N -0.01 -2.11 -2.36
C -0.01 -3.45 -2.95
P -0.23 -1.81 -0.77
O -0.98 -0.56 -0.47
O 1.28 -1.74 -0.16
P 2.18 -0.58 0.57
O 1.33 0.59 1.03
N 2.78 -1.36 1.88
C 2.85 -0.72 3.20
C 3.44 -2.69 1.85
N 3.26 -0.22 -0.61
C 4.15 -1.26 -1.17
C 3.60 1.20 -0.90
N -0.95 -3.17 -0.13
C -2.41 -3.25 -0.38
C -0.60 -3.62 1.21
H -0.93 -1.13 -3.95
H 0.84 -1.40 -4.15
H 0.29 -0.04 -3.13
H -0.85 -3.60 -3.68
H -0.10 -4.23 -2.16
H 0.94 -3.68 -3.53
H 2.12 0.08 3.25
H 3.89 -0.33 3.29
H 2.64 -1.48 3.95
H 3.02 -3.39 1.11
H 3.26 -3.17 2.83
H 4.53 -2.60 1.73
H 3.76 -2.22 -0.93
H 5.18 -1.18 -0.77
H 4.09 -1.12 -2.28
H 3.15 1.77 -0.12
H 3.22 1.53 -1.88
H 4.68 1.33 -0.84
H -2.62 -3.13 -1.48
H -2.97 -2.51 0.19
H -2.78 -4.24 -0.01
H 0.39 -3.28 1.47
H -0.53 -4.72 1.18
H -1.35 -3.35 1.95
N -1.67 1.72 3.78
N -2.59 1.07 3.12
N -3.55 0.35 3.71
C -4.14 -0.17 2.65
N -3.59 0.16 1.44
N -2.63 0.99 1.76
H -1.00 2.30 3.22
H -1.79 1.73 4.81
H -5.01 -0.80 2.84
*
```

Just the Mulliken charges please, in e? Sure, here they are:
1 Mn 1.538
2 O -0.523
3 C 1.026
4 C -0.618
5 C 0.424
6 N -0.454
7 C 0.409
8 C -0.758
9 C 0.221
10 O -0.712
11 O -0.601
12 C -0.052
13 O -0.789
14 O -0.386
15 H 0.310
16 H 0.488
17 H 0.544
18 C -0.609
19 N 0.719
20 C -1.194
21 P -0.090
22 O -0.577
23 O 0.106
24 P -0.112
25 O -0.824
26 N 0.530
27 C -0.953
28 C -1.000
29 N 0.659
30 C -1.096
31 C -0.953
32 N 0.323
33 C -0.888
34 C -0.818
35 H 0.310
36 H 0.367
37 H -0.269
38 H 0.349
39 H 0.382
40 H 0.268
41 H 0.185
42 H 0.308
43 H 0.345
44 H 0.276
45 H 0.381
46 H 0.287
47 H 0.333
48 H 0.269
49 H 0.381
50 H 0.259
51 H 0.183
52 H 0.378
53 H 0.241
54 H 0.230
55 H 0.389
56 H 0.160
57 H 0.288
58 H 0.314
59 N -0.605
60 N 1.164
61 N -1.060
62 C -0.129
63 N -0.799
64 N 0.411
65 H 0.441
66 H 0.224
67 H 0.446

=====

(3)
The following is a DFT calculation (ωB97M-V/def2-TZVPD) of a 4-piece molecular cluster, C61H54O12 overall.

Calculated values
Kohn-Sham gap: 8.258 eV
SMILES string: CCOC(=O)CCCC1=C(CCCCCCCCOC)C(=O)OC1=O.O=C1c2ccccc2C(=O)c2ccccc21.O=C1c2ccccc2C(=O)c2ccccc21.O=C1c2ccccc2C(=O)c2ccccc21

The geometry in ORCA input format:
```
! wB97M-V def2-TZVPD RIJCOSX def2/J DEFGRID3
* xyz 0 1
C 4.37 1.03 0.13
C 5.62 0.87 -0.72
O 6.04 2.16 -1.23
C 5.06 2.72 -1.97
O 4.41 2.10 -2.76
C 4.81 4.18 -1.68
C 3.34 4.35 -1.23
C 2.51 5.43 -1.97
C 1.62 4.74 -2.94
C 0.35 4.37 -2.83
C -0.57 4.59 -1.67
C -1.75 3.62 -1.56
C -2.52 3.84 -0.25
C -3.46 2.68 0.08
C -4.19 2.90 1.40
C -4.77 1.64 2.11
C -4.70 0.30 1.37
C -3.40 -0.47 1.62
O -3.55 -1.86 1.33
C -3.05 -2.23 0.07
C 0.00 3.62 -4.08
O -1.05 3.28 -4.51
O 1.18 3.42 -4.79
C 2.12 4.27 -4.26
O 3.11 4.58 -4.85
H 4.37 2.04 0.57
H 4.33 0.33 0.97
H 3.47 0.92 -0.47
H 5.42 0.23 -1.58
H 6.47 0.47 -0.17
H 5.49 4.55 -0.92
H 5.00 4.74 -2.60
H 2.84 3.39 -1.39
H 3.30 4.54 -0.16
H 3.17 6.13 -2.50
H 1.91 5.98 -1.24
H -0.96 5.62 -1.74
H 0.02 4.54 -0.75
H -2.42 3.76 -2.41
H -1.37 2.60 -1.58
H -1.82 3.99 0.58
H -3.11 4.77 -0.34
H -2.87 1.76 0.08
H -4.19 2.61 -0.74
H -3.51 3.40 2.09
H -5.01 3.61 1.22
H -4.29 1.52 3.09
H -5.82 1.84 2.33
H -4.89 0.42 0.30
H -5.49 -0.35 1.76
H -2.57 -0.08 1.02
H -3.13 -0.40 2.68
H -3.17 -3.31 -0.02
H -3.59 -1.75 -0.75
H -1.98 -1.99 -0.02
C -1.17 -2.26 2.65
C -2.14 -2.02 3.61
C -2.00 -0.95 4.48
C -0.89 -0.11 4.39
C 0.09 -0.37 3.43
C -0.05 -1.45 2.56
C 1.29 0.50 3.30
O 2.13 0.30 2.45
C 1.43 1.64 4.25
C 2.56 2.44 4.19
C 2.70 3.51 5.06
C 1.71 3.79 5.99
C 0.58 2.99 6.06
C 0.44 1.91 5.20
C -0.78 1.05 5.31
O -1.65 1.31 6.11
H -1.28 -3.10 1.97
H -3.00 -2.66 3.69
H -2.75 -0.74 5.23
H 0.71 -1.62 1.81
H 3.32 2.21 3.46
H 3.59 4.13 5.01
H 1.82 4.63 6.66
H -0.20 3.19 6.78
C 10.12 -2.02 -8.05
C 10.58 -1.06 -7.16
C 9.69 -0.17 -6.58
C 8.34 -0.24 -6.89
C 7.88 -1.20 -7.79
C 8.77 -2.09 -8.37
C 6.43 -1.27 -8.16
O 6.04 -2.11 -8.94
C 5.51 -0.28 -7.55
C 4.17 -0.29 -7.92
C 3.29 0.61 -7.35
C 3.74 1.53 -6.41
C 5.07 1.56 -6.05
C 5.96 0.66 -6.62
C 7.40 0.72 -6.23
O 7.80 1.52 -5.41
H 10.81 -2.72 -8.51
H 11.63 -1.00 -6.93
H 10.03 0.58 -5.88
H 8.39 -2.83 -9.06
H 3.83 -1.02 -8.64
H 2.24 0.60 -7.64
H 3.05 2.24 -5.97
H 5.43 2.27 -5.32
C -7.59 -4.36 1.17
C -8.75 -5.12 1.26
C -8.98 -5.90 2.38
C -8.05 -5.93 3.41
C -6.88 -5.18 3.31
C -6.65 -4.39 2.19
C -5.85 -5.21 4.39
O -4.83 -4.56 4.30
C -6.10 -6.09 5.57
C -5.14 -6.17 6.56
C -5.36 -6.97 7.67
C -6.55 -7.68 7.79
C -7.51 -7.60 6.80
C -7.29 -6.81 5.68
C -8.34 -6.76 4.62
O -9.38 -7.37 4.73
H -7.41 -3.75 0.29
H -9.47 -5.10 0.46
H -9.89 -6.48 2.47
H -5.74 -3.81 2.13
H -4.22 -5.61 6.46
H -4.61 -7.04 8.45
H -6.72 -8.30 8.66
H -8.44 -8.15 6.88
*
```

Mulliken population analysis, charges in e, atoms 1 to 99:
1 C -0.759
2 C -0.439
3 O -0.464
4 C 0.588
5 O -0.515
6 C -0.721
7 C -0.606
8 C -1.314
9 C 0.118
10 C 0.867
11 C -0.371
12 C -0.720
13 C -1.050
14 C 0.125
15 C -0.782
16 C -0.767
17 C -0.598
18 C 0.538
19 O 0.004
20 C -1.008
21 C -0.180
22 O -0.547
23 O -0.260
24 C 0.682
25 O -0.556
26 H 0.095
27 H 0.449
28 H 0.283
29 H 0.237
30 H 0.408
31 H 0.356
32 H 0.399
33 H 0.371
34 H 0.445
35 H 0.508
36 H 0.441
37 H 0.215
38 H 0.338
39 H 0.400
40 H 0.367
41 H 0.520
42 H 0.294
43 H -0.117
44 H 0.254
45 H 0.325
46 H 0.343
47 H 0.289
48 H 0.396
49 H 0.322
50 H 0.404
51 H 0.362
52 H -0.834
53 H 0.177
54 H 0.346
55 H 0.343
56 C -0.186
57 C -0.513
58 C -0.464
59 C -0.032
60 C 0.187
61 C -0.920
62 C 0.601
63 O -0.641
64 C 0.092
65 C -0.474
66 C -0.609
67 C -0.513
68 C -0.623
69 C 0.284
70 C 0.587
71 O -0.679
72 H 0.596
73 H 0.512
74 H 0.493
75 H 0.527
76 H 0.531
77 H 0.425
78 H 0.394
79 H 0.494
80 C -0.481
81 C -0.483
82 C -0.541
83 C 0.163
84 C 0.160
85 C -0.559
86 C 0.650
87 O -0.668
88 C 0.235
89 C -0.719
90 C -0.721
91 C -0.088
92 C -0.440
93 C 0.059
94 C 0.565
95 O -0.663
96 H 0.398
97 H 0.397
98 H 0.479
99 H 0.474

=====

(4)
The following is a DFT calculation (ωB97M-V/def2-TZVPD) of a 2-piece molecular cluster, C3H2BrO2S overall at a distorted geometry.

Calculated values
Kohn-Sham gap: 8.356 eV

The geometry in ORCA input format:
```
! wB97M-V def2-TZVPD RIJCOSX def2/J DEFGRID3
* xyz -1 1
C -0.61 0.15 0.52
C -1.62 -0.62 1.12
C -0.60 -1.21 0.30
O 2.25 -1.65 -0.87
O 4.27 -1.44 0.52
S 2.87 -1.10 0.34
Br 2.93 1.33 -0.03
H -0.26 1.12 0.06
H -0.26 -1.92 -0.48
*
```

Just the Mulliken charges please, in e? Sure, here they are:
1 C 0.214
2 C -0.925
3 C 0.068
4 O -0.497
5 O -0.504
6 S 0.530
7 Br -0.506
8 H 0.287
9 H 0.333

=====

(5)
The following is a DFT calculation (ωB97M-V/def2-TZVPD) of C4H6N4 in the gas phase at a distorted geometry.

Calculated values
Kohn-Sham gap: 7.997 eV
SMILES string: C=C1C=N/C(=N/N)N1

The geometry in ORCA input format:
```
! wB97M-V def2-TZVPD RIJCOSX def2/J DEFGRID3
* xyz 0 1
C -0.73 0.37 -0.04
C 1.40 -0.32 0.03
C 2.61 -0.98 0.20
C 1.31 1.10 -0.16
H -2.24 -1.54 0.68
H -3.43 -0.44 -0.33
H -0.23 -1.79 -0.27
H 3.51 -0.29 0.62
H 2.68 -1.98 0.28
H 2.34 1.47 -0.47
N -2.50 -0.82 -0.10
N -2.05 0.46 0.37
N 0.12 -0.72 -0.40
N 0.13 1.59 0.04
*
```

Just the Mulliken charges please, in e? Sure, here they are:
1 C 0.327
2 C 0.524
3 C -0.966
4 C 0.081
5 H 0.236
6 H 0.277
7 H 0.323
8 H 0.188
9 H 0.370
10 H 0.312
11 N -0.454
12 N -0.415
13 N -0.242
14 N -0.561